1.
56
Properties=species:S:1:pos:R:3 method="wB97M-V/def2-TZVPD" lumo_ev="-7.5505 / -10.6674" e_above_lowest_kcal_mol=0.00 total_charge=+2 multiplicity=3
Au 9.30 11.94 9.41
C 11.37 6.49 9.62
N 11.43 7.81 9.04
C 12.72 8.48 9.05
P 10.12 8.75 8.73
O 10.44 10.17 9.09
O 8.95 8.08 9.60
P 7.44 8.75 9.87
O 7.27 9.96 8.99
N 6.26 7.64 9.52
C 5.25 7.83 8.50
C 6.18 6.35 10.18
N 7.56 8.80 11.53
C 6.44 9.15 12.39
C 8.82 8.69 12.25
N 9.67 8.67 7.16
C 9.67 7.45 6.40
C 9.12 9.81 6.46
H 12.28 5.91 9.40
H 10.49 5.90 9.27
H 11.25 6.49 10.74
H 13.49 7.86 8.54
H 13.08 8.62 10.11
H 12.62 9.46 8.58
H 5.25 8.87 8.18
H 4.26 7.58 8.91
H 5.40 7.16 7.64
H 7.02 6.22 10.87
H 6.22 5.52 9.44
H 5.26 6.23 10.77
H 5.50 9.09 11.79
H 6.57 10.17 12.80
H 6.35 8.45 13.24
H 9.65 8.67 11.56
H 8.84 7.76 12.88
H 8.93 9.56 12.92
H 10.14 6.64 6.96
H 10.20 7.61 5.44
H 8.66 7.11 6.18
H 8.80 10.58 7.18
H 8.24 9.50 5.89
H 9.86 10.22 5.73
Cl 8.98 16.96 15.06
C 8.96 15.56 14.08
C 8.94 14.32 14.71
C 8.81 13.15 13.97
Cl 8.82 11.66 14.80
C 8.61 13.18 12.53
O 8.30 12.11 11.87
C 8.73 14.48 11.87
C 8.53 14.59 10.46
O 8.15 13.68 9.69
C 8.94 15.63 12.66
H 9.04 14.24 15.77
H 8.58 15.60 10.04
H 9.09 16.62 12.23

2.
53
Properties=species:S:1:pos:R:3 method="wB97M-V/def2-TZVPD" lumo_ev=0.1447 smiles="[H]/N=C(/N)NCCCC[C@]1(OCC)[C@@H](C[C@H](C)Br)OC(=O)[C@@]1(F)S(C)(=O)=O"
C 1.76 -0.96 3.08
C 0.79 -0.67 1.91
O 1.56 -0.42 0.73
C 0.82 -0.02 -0.45
C -0.69 0.03 -0.39
C -1.37 0.54 -1.68
C -2.92 0.62 -1.57
C -3.54 -0.55 -0.79
N -5.01 -0.61 -0.91
C -5.50 -1.48 0.13
N -6.05 -1.03 1.15
N -5.31 -2.87 0.00
C 1.58 1.24 -0.94
C 1.53 2.53 -0.14
C 2.21 2.55 1.24
C 2.38 4.03 1.69
Br 4.00 1.75 1.28
O 2.82 0.85 -1.56
C 2.45 -0.21 -2.36
O 2.81 -0.39 -3.43
C 1.41 -1.01 -1.51
F 0.53 -1.70 -2.26
S 2.40 -2.43 -0.77
C 4.01 -1.88 -0.19
O 1.64 -3.16 0.20
O 2.65 -3.29 -1.90
H 2.77 -0.61 2.86
H 1.70 -2.02 3.35
H 1.39 -0.41 3.96
H 0.26 0.26 2.18
H 0.11 -1.51 1.78
H -1.04 -1.00 -0.20
H -1.08 0.65 0.43
H -1.03 1.57 -1.83
H -1.14 -0.04 -2.58
H -3.31 0.55 -2.60
H -3.27 1.59 -1.20
H -3.12 -1.48 -1.20
H -3.24 -0.45 0.27
H -5.38 0.33 -0.80
H -6.09 -0.01 1.12
H -5.70 -3.20 -0.88
H -4.32 -3.11 0.07
H 0.98 1.51 -1.84
H 0.47 2.77 0.03
H 1.95 3.36 -0.72
H 1.61 2.07 2.02
H 1.56 4.66 1.33
H 2.52 4.11 2.77
H 3.34 4.36 1.26
H 4.04 -2.09 0.89
H 4.80 -2.49 -0.64
H 4.24 -0.83 -0.38

3.
64
Properties=species:S:1:pos:R:3 method="wB97M-V/def2-TZVPD" lumo_ev="-2.5233 / -10.1389" total_charge=+1 multiplicity=2
C 1.44 -4.20 3.55
C 1.29 -3.83 2.11
O 0.08 -4.37 1.69
C -0.74 -4.35 2.75
O -1.94 -4.58 2.74
O 0.07 -4.18 3.85
F 2.18 -4.29 1.30
H 1.95 -3.39 4.06
H 1.80 -5.21 3.77
H 1.38 -2.76 1.94
C 2.87 -2.88 -4.38
C 1.37 -2.49 -4.47
O 1.51 -1.13 -4.78
C 2.77 -0.62 -4.62
O 3.02 0.55 -4.74
O 3.59 -1.67 -4.39
F 0.80 -2.57 -3.31
H 3.37 -3.37 -5.21
H 3.05 -3.48 -3.49
H 0.78 -3.02 -5.22
C -2.01 -0.73 -2.02
C -2.96 -1.45 -3.00
O -2.71 -2.84 -2.59
C -1.80 -2.90 -1.61
O -1.44 -3.91 -1.09
O -1.19 -1.70 -1.49
F -2.52 -1.50 -4.16
H -2.41 -0.22 -1.14
H -1.55 0.14 -2.49
H -3.97 -1.04 -3.02
C 1.53 1.74 2.77
O 1.61 1.49 1.39
P 1.09 0.12 0.69
O 0.19 -0.74 1.57
O 0.42 0.67 -0.67
C 1.19 1.44 -1.61
O 2.52 -0.45 0.18
C 2.56 -1.71 -0.43
H 1.46 2.81 2.98
H 2.14 1.02 3.32
H 0.54 1.33 2.98
H 2.08 1.70 -1.03
H 0.57 2.34 -1.59
H 1.30 0.84 -2.51
H 3.44 -2.29 -0.14
H 2.82 -1.58 -1.48
H 1.63 -2.27 -0.40
C 0.12 5.06 1.67
O -1.13 5.19 2.26
P -1.98 3.75 2.62
O -1.46 2.99 3.77
O -3.60 4.13 2.63
C -4.18 4.74 3.78
O -1.86 2.85 1.22
C -2.36 3.16 -0.04
H 0.87 5.41 2.38
H 0.19 5.64 0.75
H 0.44 4.04 1.46
H -4.70 4.08 4.47
H -4.72 5.61 3.43
H -3.31 5.11 4.32
H -1.64 2.94 -0.83
H -2.58 4.20 -0.28
H -3.28 2.60 -0.20

4.
54
Properties=species:S:1:pos:R:3 method="wB97M-V/def2-TZVPD" lumo_ev="-10.5679 / -10.8948" total_charge=+2 multiplicity=5
Fe -1.73 0.81 20.14
Rb -4.93 3.94 20.58
O -3.57 1.43 20.18
H -4.19 1.34 19.43
C -1.80 5.89 19.00
O -2.82 6.17 19.70
N -1.62 4.98 18.11
C -0.27 4.95 17.29
C -2.50 3.95 17.62
H -0.92 6.48 19.28
H 0.58 5.48 17.73
H -0.53 5.30 16.29
H 0.09 3.92 17.24
H -2.76 4.31 16.63
H -2.01 3.04 17.28
H -3.35 3.84 18.30
C -5.35 1.87 15.15
O -6.53 2.09 14.94
N -4.91 1.40 16.43
C -3.69 0.64 16.38
C -5.86 1.18 17.55
H -4.61 1.88 14.34
H -2.94 1.01 15.69
H -4.12 -0.33 16.12
H -3.20 0.56 17.35
H -5.60 1.52 18.55
H -6.75 1.74 17.27
H -6.09 0.13 17.77
C -1.93 1.06 24.56
O -1.38 1.58 25.52
N -3.23 1.00 24.32
C -3.75 0.20 23.25
C -4.28 1.56 25.18
H -1.32 0.68 23.72
H -3.02 -0.46 22.78
H -4.41 0.72 22.55
H -4.47 -0.60 23.46
H -5.24 1.05 25.10
H -4.13 1.64 26.26
H -4.48 2.58 24.84
C -5.17 -2.09 19.77
C -5.09 -3.44 19.39
C -5.94 -4.40 19.94
C -6.81 -4.06 20.91
C -7.03 -2.70 21.32
C -6.21 -1.76 20.73
N -7.60 -5.14 21.55
O -7.80 -6.19 20.88
O -7.91 -5.03 22.71
H -4.64 -1.30 19.26
H -4.46 -3.67 18.54
H -5.84 -5.43 19.60
H -7.81 -2.40 22.00
H -6.35 -0.70 20.89

5.
48
Properties=species:S:1:pos:R:3 method="wB97M-V/def2-TZVPD" lumo_ev="4.5417 / 4.5417" e_above_lowest_kcal_mol=2.62 total_charge=-2 multiplicity=2
V -0.63 1.75 -0.49
S 0.68 3.56 0.10
C 0.70 3.56 1.86
C 1.44 4.52 2.55
C 1.46 4.57 3.93
C 0.73 3.63 4.66
C -0.01 2.67 3.99
C -0.04 2.61 2.59
S -0.98 1.37 1.80
H 2.00 5.25 1.97
H 2.05 5.32 4.44
H 0.74 3.65 5.74
H -0.58 1.94 4.55
C -3.54 3.10 -2.80
C -3.39 2.77 -1.31
C -3.55 4.04 -0.46
C -4.45 1.74 -0.89
N -2.10 2.21 -1.08
H -4.56 3.43 -3.03
H -3.31 2.22 -3.39
H -2.84 3.89 -3.07
H -4.53 4.50 -0.62
H -2.77 4.76 -0.74
H -3.43 3.80 0.59
H -5.46 2.13 -1.07
H -4.34 1.50 0.16
H -4.32 0.82 -1.47
C 4.11 -6.32 -1.17
Ge 3.00 -4.66 -0.84
C 1.28 -5.51 -0.28
C 3.84 -3.96 0.82
C 2.73 -3.32 -2.12
Se 0.45 -0.04 -1.73
C -0.85 -1.51 -1.73
H 4.15 -6.99 -0.30
H 5.13 -6.03 -1.43
H 3.70 -6.87 -2.02
H 1.45 -6.35 0.41
H 0.76 -5.89 -1.16
H 0.64 -4.78 0.21
H 3.97 -4.74 1.57
H 3.23 -3.16 1.24
H 4.82 -3.54 0.58
H 2.28 -3.67 -3.06
H 3.56 -2.64 -2.29
H -0.53 -2.21 -0.97
H -0.79 -2.00 -2.70
H -1.86 -1.15 -1.55

6.
58
Properties=species:S:1:pos:R:3 method="wB97M-V/def2-TZVPD" lumo_ev=-4.1598
C -1.22 1.92 -0.72
C -1.98 0.90 -1.23
C -1.42 -0.49 -0.98
C -1.71 -1.57 -2.00
C -0.81 -2.79 -1.69
O 0.36 -2.90 -2.50
C 0.95 -1.64 -2.82
C -0.03 -0.64 -3.47
N -1.42 -1.18 -3.40
O -2.40 -0.36 -3.98
H -1.10 2.06 0.35
H -0.64 2.56 -1.40
H -2.89 1.06 -1.78
H -0.34 -0.36 -0.79
H -1.86 -0.85 -0.03
H -2.74 -1.90 -1.91
H -1.39 -3.70 -1.81
H -0.49 -2.75 -0.64
H 1.82 -1.74 -3.45
H 1.25 -1.16 -1.87
H 0.23 -0.51 -4.53
H 0.06 0.35 -3.02
H -1.42 -2.04 -3.95
H -2.28 -0.38 -4.94
C 4.28 -5.70 0.18
C 3.69 -4.36 -0.52
C 2.51 -4.89 -1.39
O 4.59 -3.87 -1.26
H 4.63 -6.44 -0.54
H 5.13 -5.41 0.86
H 3.48 -6.14 0.78
H 3.28 -3.73 0.29
H 2.83 -5.62 -2.13
H 2.03 -4.06 -1.91
H 1.76 -5.37 -0.75
C -3.60 5.46 1.56
C -2.62 4.82 2.55
C -1.19 5.31 2.38
C -0.63 4.93 1.08
N -0.20 4.65 0.05
H -3.34 5.22 0.53
H -4.61 5.11 1.74
H -3.59 6.55 1.66
H -2.66 3.74 2.45
H -2.95 5.05 3.56
H -0.57 4.86 3.16
H -1.13 6.39 2.50
F 5.07 -6.05 2.33
Al -3.34 2.29 -2.73
C 1.41 2.00 5.39
F 0.64 1.90 6.49
F 1.92 3.25 5.38
F 2.44 1.16 5.56
S 0.46 1.64 3.86
O -0.59 2.64 3.86
O -0.01 0.28 4.05
O 1.43 1.79 2.80
F 0.93 0.72 -1.26

7.
61
Properties=species:S:1:pos:R:3 method="wB97M-V/def2-TZVPD" lumo_ev="-2.1210 / -3.0319" e_above_lowest_kcal_mol=0.00 total_charge=+1 multiplicity=6
Ru 0.44 0.25 -0.46
C 0.23 -1.39 -4.45
N 0.11 -2.11 -3.20
C -0.72 -3.17 -2.94
C -0.40 -3.64 -1.71
N 0.64 -2.88 -1.21
B 1.48 -3.48 0.00
N 2.60 -2.54 0.52
C 3.94 -2.83 0.44
C 4.61 -2.00 1.26
N 3.67 -1.17 1.85
C 3.91 -0.23 2.92
C 2.45 -1.52 1.37
S 0.99 -0.73 1.80
C 0.92 -1.93 -2.12
S 2.14 -0.72 -2.04
H -0.61 -1.67 -5.09
H 1.16 -1.66 -4.94
H 0.22 -0.33 -4.27
H -1.46 -3.51 -3.64
H -0.81 -4.46 -1.15
H 2.02 -4.46 -0.44
H 0.71 -3.71 0.89
H 4.31 -3.61 -0.20
H 5.66 -1.91 1.47
H 4.97 -0.25 3.17
H 3.33 -0.51 3.80
H 3.62 0.78 2.63
N 2.24 1.93 -0.04
N 1.86 3.26 0.17
C 0.67 3.70 -0.36
N 0.53 5.02 -0.48
N -0.22 2.79 -0.71
N -1.39 3.21 -1.23
O -2.30 2.22 -1.66
O -1.93 4.34 -1.17
H 2.72 1.58 0.77
H 2.80 1.82 -0.87
H 2.60 3.94 0.17
H 1.22 5.66 -0.11
H -0.39 5.36 -0.73
C -3.02 0.22 -2.63
C -1.87 1.10 -2.27
O -0.71 0.88 -2.53
H -3.00 0.02 -3.70
H -3.97 0.68 -2.35
H -2.90 -0.72 -2.09
O -1.86 0.09 0.36
S -2.55 1.17 1.18
C -4.10 0.39 1.77
C -4.14 0.61 3.27
C -2.72 0.34 3.76
C -1.81 1.15 2.86
H -4.00 -0.66 1.51
H -4.94 0.83 1.23
H -4.87 -0.05 3.74
H -4.43 1.64 3.50
H -2.50 -0.72 3.68
H -2.60 0.63 4.81
H -0.80 0.75 2.75
H -1.75 2.20 3.17

8.
54
Properties=species:S:1:pos:R:3 method="wB97M-V/def2-TZVPD" lumo_ev=-2.2675 e_above_lowest_kcal_mol=212.25
C 1.87 0.86 3.71
C 0.41 0.86 4.52
S -0.96 0.01 3.49
C -1.04 1.04 1.93
C -1.68 0.30 0.62
C -3.22 0.85 0.59
C -4.35 -0.22 0.08
N -5.44 0.58 -0.65
N -0.87 0.95 -0.52
C 0.21 0.16 -0.93
C 1.27 0.65 -2.09
C 1.04 2.19 -2.61
C 2.53 2.88 -2.87
Cl 0.04 2.04 -4.21
C 0.26 -1.29 -0.09
C 0.47 -2.66 -1.00
C 1.96 -2.82 -1.65
C 3.20 -2.79 -0.57
F 4.46 -3.11 -1.35
F 3.43 -1.48 0.08
F 3.02 -3.93 0.37
C -1.36 -1.27 0.30
P -2.07 -2.67 1.37
O -0.72 -3.52 2.09
Cl -3.07 -4.15 0.21
H 2.21 -0.22 3.39
H 1.89 1.63 2.82
H 2.67 1.25 4.50
H 0.15 2.01 4.67
H 0.52 0.30 5.54
H -1.61 2.05 2.19
H 0.07 1.35 1.63
H -3.57 1.24 1.67
H -3.25 1.76 -0.16
H -4.89 -0.73 1.00
H -3.95 -1.00 -0.71
H -6.38 0.19 -0.45
H -5.44 1.56 -0.28
H -1.16 1.90 -0.83
H 1.33 -0.11 -2.99
H 2.35 0.63 -1.58
H 0.48 2.89 -1.86
H 3.26 2.15 -3.42
H 2.95 3.18 -1.80
H 2.35 3.90 -3.44
H 0.86 -1.31 0.92
H -0.29 -2.65 -1.93
H 0.19 -3.65 -0.40
H 2.00 -3.89 -2.17
H 2.20 -2.05 -2.52
H -1.83 -1.49 -0.78
H -0.95 -4.49 2.16
O 4.18 4.99 -2.55
H 4.25 5.18 -3.46

no.,strongest force on any atom (eV/A),total energy (eV)
1,2.86,-79491.241
2,4.81,-114293.211
3,6.57,-77521.444
4,5.46,-69257.545
5,0.70,-186704.024
6,3.16,-62276.560
7,1.12,-73365.889
8,4.83,-76394.443